(1)
Here is a structure of composition C51H42NO7P2SiSn from the OMol25 dataset. Energies are from wB97M-V/def2-TZVPD.

XYZ file:
```
105
Properties=species:S:1:pos:R:3:forces:R:3
C -1.9387 -4.8290 -0.5652 -0.140 0.053 0.032
C 0.1050 -6.0451 -0.9240 0.016 0.033 0.012
H 0.9183 -3.7962 -3.2182 0.012 -0.014 0.003
H 0.1746 6.3884 -5.4122 0.028 -0.019 0.016
C 0.2087 4.8104 -3.9688 0.003 -0.072 0.011
H 4.0664 4.8627 -4.4709 -0.037 0.011 0.009
C 2.3270 -0.3534 -4.2485 0.007 -0.023 -0.003
C 1.3354 -2.8364 -3.4901 0.059 0.028 -0.012
H 1.8749 -3.8992 1.3338 0.017 0.003 0.007
C -2.0825 4.3278 -2.8958 -0.015 0.077 0.052
C -3.2149 1.1189 2.8188 0.070 -0.048 0.089
C -1.8372 0.9490 2.9296 -0.067 0.080 -0.124
C -1.7888 3.8300 -1.5061 -0.065 -0.342 0.074
H 5.9196 -2.7084 2.0601 -0.016 -0.003 -0.020
H -3.0169 -4.8422 -0.4277 0.104 -0.022 -0.006
O 0.1015 3.4358 0.0164 0.004 -0.224 -0.131
C -4.0249 -2.9941 4.0567 0.037 0.023 -0.005
C 2.6080 -2.3478 0.0396 -0.001 -0.025 0.089
C 0.7518 -0.6863 6.2780 0.010 0.010 0.015
H -1.8293 -6.9624 -0.7411 0.001 0.020 0.003
C -1.0310 2.0692 3.1552 0.036 -0.074 -0.044
C -1.2615 -3.6037 -0.5420 0.323 0.262 -0.055
H 2.3138 -1.9985 6.9449 -0.011 -0.005 -0.009
C -1.2746 -6.0308 -0.7421 0.016 0.002 -0.015
C -2.9582 -2.3563 1.5195 0.098 0.285 0.024
H -4.8488 2.5050 2.8489 0.027 -0.026 0.017
O -0.8300 0.9936 -2.4311 0.153 0.389 0.291
H 0.0478 1.9507 3.1762 -0.017 0.049 -0.016
C -2.7916 2.6954 -1.0843 -0.320 0.107 -0.104
H 0.0519 4.7673 -1.4781 0.016 0.170 -0.090
C -4.0784 -3.1862 1.6600 0.007 -0.007 -0.119
H -4.5555 -3.5920 0.7725 0.007 0.048 0.084
H 2.4621 -3.1928 4.7756 -0.017 0.028 -0.010
H -3.4187 4.4600 3.3322 -0.010 0.007 -0.019
Si -2.2173 -1.9355 -0.2273 -0.278 -0.381 0.161
H 5.7563 -1.0702 0.2078 -0.038 -0.006 -0.003
C 2.9914 4.8533 -4.3313 0.004 -0.023 0.010
C 2.3754 2.8688 0.7539 -0.328 -0.125 0.213
C 0.8022 -4.8496 -0.9295 -0.118 -0.015 -0.011
C 2.7205 -3.2691 1.0838 -0.017 0.017 -0.058
C 1.9342 -0.5796 -2.9383 -0.064 0.057 0.043
H -4.2556 -3.0206 -1.3149 0.074 0.029 0.017
H 1.2974 4.6159 1.1749 0.020 0.056 0.066
C -1.2663 4.7664 -3.8618 0.054 -0.019 -0.004
C -0.0031 -0.9797 4.0050 0.039 -0.107 -0.045
C -2.4020 -1.8341 2.6978 -0.053 0.003 0.076
O 3.6195 3.1412 0.3038 0.024 0.104 -0.190
C 1.4623 -1.8294 -2.5343 0.007 0.021 0.026
H 3.6760 -0.8437 -1.0667 -0.020 0.031 -0.001
C -0.0794 -0.3174 5.2271 -0.051 -0.028 0.017
H 2.6243 6.4482 -5.7205 -0.012 -0.007 -0.004
C -1.5983 3.3221 3.3159 -0.012 -0.038 0.000
C 0.8077 5.7076 -4.8517 -0.028 0.023 -0.013
H -3.8463 0.2666 2.5987 -0.011 0.049 -0.005
C 3.7220 -1.5580 -0.2554 -0.010 -0.061 -0.022
C 3.9032 -3.4036 1.7993 -0.017 -0.036 0.004
H -0.7937 0.4852 5.3636 0.013 0.019 -0.024
H 0.6304 -6.9826 -1.0658 -0.017 0.023 -0.006
C 4.9994 -2.6097 1.4971 -0.029 0.027 -0.036
C -4.6048 -3.5059 2.9013 0.002 0.008 0.016
H 2.5256 -1.1976 -6.2096 -0.024 -0.003 0.026
C 0.9243 -2.0126 3.8590 -0.048 0.064 0.016
C -0.1369 1.8444 -3.0875 0.131 -0.072 -0.287
H 1.8045 4.4856 -0.5164 0.083 0.010 0.017
Sn -0.7093 0.4116 -0.2388 -0.089 0.780 -0.536
C 1.6645 -1.7203 6.1235 -0.013 -0.001 -0.032
C -0.2798 3.7412 -1.3280 -0.028 -0.131 0.100
O -3.9176 2.7933 -1.5671 0.358 -0.149 0.212
O 2.1417 1.9413 1.4783 0.024 0.009 -0.093
H -0.9665 4.1856 3.4903 0.006 -0.037 -0.007
C 1.0406 3.9191 -3.2790 -0.086 -0.121 0.061
H 1.8733 -4.8532 -1.0952 0.013 0.016 0.035
C 1.3822 3.9325 0.3236 -0.094 -0.011 -0.193
H 1.9429 0.2466 -2.2313 0.041 -0.055 -0.026
H -2.4821 -1.7406 4.8484 0.023 0.018 0.006
C 2.2344 -1.3751 -5.1811 0.012 0.010 0.002
H 0.9939 -2.5111 2.8995 0.043 -0.014 0.038
H -4.4348 -3.2366 5.0307 0.014 0.001 -0.027
N 0.4402 2.9896 -2.3601 -0.170 -0.122 -0.162
C -3.7166 -2.0704 -1.3768 0.073 0.244 -0.119
C 2.1839 5.7373 -5.0319 -0.023 -0.004 0.029
H -2.1026 4.6244 -0.8173 -0.009 0.076 0.018
P -1.0242 -0.6359 2.5178 -0.031 -0.287 0.500
O -2.4362 1.8686 -0.1696 0.203 -0.098 -0.193
C 2.4123 3.9443 -3.4544 0.039 -0.001 -0.011
C 4.9026 -1.6884 0.4623 -0.016 -0.038 0.005
H -5.4738 -4.1510 2.9710 0.026 0.009 -0.008
P 0.9826 -2.0215 -0.7725 0.279 -0.291 -0.079
C -2.9276 -2.1554 3.9522 -0.039 -0.082 -0.103
C 0.1296 -3.6370 -0.7362 -0.034 -0.062 0.011
C 1.7472 -2.3890 4.9087 -0.008 0.007 0.003
O 0.1492 1.7759 -4.2797 -0.059 0.014 0.439
H 3.0199 3.2364 -2.9012 -0.039 0.012 -0.009
H -1.7593 5.1388 -4.7557 -0.002 -0.006 0.006
C -3.7793 2.3782 2.9661 -0.025 0.049 -0.014
H -3.1460 4.3464 -3.0998 0.023 0.021 -0.008
C 1.7244 -2.6091 -4.8034 -0.035 0.005 0.043
H 1.6096 -3.3971 -5.5378 0.014 -0.005 0.005
H 4.1946 2.4505 0.6593 0.054 -0.098 0.089
H 2.6500 0.6345 -4.5478 -0.018 0.000 0.010
H -4.4142 -1.2571 -1.1504 0.038 -0.063 -0.043
H -3.3848 -1.9344 -2.4112 -0.054 -0.008 0.064
H 3.9678 -4.1372 2.5962 -0.023 0.043 -0.033
C -2.9763 3.4777 3.2231 0.016 -0.035 0.005
H 0.6854 -0.1635 7.2251 -0.011 0.002 -0.026
```
Forces are in eV/Å.

Properties
**Frontier orbital gap**: 0.242 hartree
**ΔE to the lowest compared entry with this formula, charge and spin**: 0.00 kJ/mol
**Net charge**: -1
**Total energy**: -3736.7515 hartree


(2)
Here is a structure of composition C8H26HfNO6 from the OMol25 dataset. Energies are from wB97M-V/def2-TZVPD.

XYZ file:
```
42
Properties=species:S:1:pos:R:3:forces:R:3
H 1.4520 -2.4175 -4.4729 0.631 0.179 -0.209
H 1.4744 1.5893 3.5014 -0.292 0.201 0.085
H 0.1902 -0.8966 -3.2327 -0.497 -0.098 -0.056
N -0.7717 0.1591 -0.8088 1.693 1.421 -0.846
C 0.5580 -0.2932 -1.1653 0.038 -1.507 0.214
O 1.4117 -2.5470 2.2544 -0.851 0.241 0.021
H -1.2995 3.1720 -2.4167 -0.250 -0.711 -0.589
H -0.5506 -2.5084 2.0773 0.633 0.433 0.102
C -1.3681 0.9809 -1.8372 -1.133 -1.086 -0.379
H 2.7257 -3.4525 -3.5398 0.360 0.755 -0.127
H -1.0507 0.7330 -2.8495 0.559 -0.022 0.184
H -2.2658 4.7887 -1.3485 0.054 -0.098 -0.111
C 0.4534 -1.3794 -2.2888 1.175 0.602 0.180
C -1.2025 2.5048 -1.5582 -1.339 1.653 0.700
H 1.3371 0.1753 2.5050 0.005 -0.199 0.087
H -0.3054 1.8657 1.8536 -0.295 0.341 0.075
O -1.3471 0.1948 2.2690 -5.821 -2.873 -0.329
H -1.5227 -3.6004 2.5599 -0.258 -0.079 -0.014
H 1.0295 -3.6358 -3.3734 -0.122 -0.196 -0.047
H -0.9701 1.8366 3.5261 -0.492 0.020 -0.334
H 4.2342 -0.7737 0.8698 0.094 -0.043 -0.018
H 1.1362 0.6100 -1.4112 0.237 -0.031 -0.519
H 1.0518 -0.7381 -0.2999 -0.102 -0.031 0.077
C -0.5339 1.2391 2.7219 1.538 0.925 0.674
H -2.4293 0.7251 -1.8343 -0.172 0.682 0.000
C 1.8102 -2.8685 -3.5411 -1.537 -1.398 0.138
Hf -3.4674 -0.7743 2.2082 7.365 1.036 0.211
H 4.4884 -1.5310 2.1681 0.040 -0.100 -0.018
H -0.2685 -2.1318 -1.9590 -0.284 -0.105 -0.360
O 1.7223 -1.9760 -2.4780 0.099 1.258 0.918
H 2.0885 -1.9248 1.9342 0.343 -0.275 -0.071
C 0.8179 0.7503 3.2710 -0.225 -0.412 -0.424
H 0.6874 0.1508 4.1706 0.031 -0.030 -0.036
O 3.8428 -1.4273 1.4586 -0.183 0.253 0.033
O -2.2496 2.8371 -0.6427 1.178 -0.432 -0.120
H -3.3409 4.4654 -0.0268 -0.147 -0.372 0.069
H -0.7090 0.6563 0.0788 -0.835 -0.529 0.454
H -3.7558 3.8907 -1.6672 -0.041 -0.286 0.024
C -2.9453 4.0349 -0.9463 0.064 1.058 -0.053
O -1.4994 -2.6893 2.2342 -1.573 0.730 -0.027
H 1.5679 -2.6048 3.2040 0.111 -0.122 0.004
H -0.2263 2.8107 -1.1679 0.204 -0.752 0.437
```
Forces are in eV/Å.

Properties
**Frontier orbital gap**: 0.101 hartree
**Net charge**: +3
**Total energy**: -873.1524 hartree


(3)
Here is a structure of composition C8H23INO5Pd from the OMol25 dataset. Energies are from wB97M-V/def2-TZVPD.

XYZ file:
```
39
Properties=species:S:1:pos:R:3:forces:R:3
H -2.1898 -0.6467 -1.3368 0.075 0.007 -0.078
H 0.7363 3.7308 1.7898 -0.430 -0.180 0.055
H 2.0748 1.2669 -1.9543 -0.082 0.017 -0.042
H 2.5328 -0.4626 1.4713 0.038 0.012 -0.144
H -0.3978 -2.7391 -2.6413 -0.046 0.045 0.153
C -1.2134 -0.9630 -1.7237 -0.633 0.576 0.136
C 0.1807 0.1422 3.5746 0.497 0.397 0.105
N -0.2887 -0.8665 -0.5607 0.620 -0.851 -0.522
H -0.3209 -0.3950 4.3780 0.068 -0.142 -0.013
H 3.2697 2.9272 -1.1873 0.204 -0.181 0.071
O 1.7452 1.5107 -1.0851 0.231 0.119 0.495
H 2.0800 -0.8736 3.6479 0.060 0.315 0.032
I -2.1637 2.5431 -0.3076 0.191 -0.234 0.142
H 2.4175 4.3355 0.5885 0.274 -0.263 0.101
O -0.7731 0.5120 2.5699 -0.119 -0.390 0.387
O -1.5571 -3.2480 -1.0561 -0.197 -0.258 0.037
H -1.6030 0.7342 3.0039 -0.147 0.182 -0.319
Pd -0.0511 1.0550 0.5241 -0.170 0.043 -0.562
C 1.2601 -0.7101 2.9480 -0.449 -0.641 -0.244
O 1.6983 -0.0671 1.7376 0.232 -0.080 0.537
H 0.8710 -1.7097 2.7085 -0.085 0.203 -0.084
H -3.3256 -4.1131 -1.7284 0.048 0.014 -0.012
O 0.9327 2.9982 1.1974 1.060 0.238 -0.206
C -2.9192 -3.6088 -0.8480 -0.021 0.026 -0.089
H -1.3691 -0.2874 -3.7672 0.060 -0.049 -0.015
H -0.4179 -1.7672 -0.0804 -0.379 0.506 0.473
C 2.6615 2.4297 -0.4293 -0.333 -0.015 -0.686
C 1.8302 3.5142 0.1761 -0.778 0.475 0.200
C -1.3338 -2.4109 -2.1636 0.523 0.080 -0.450
H 0.6556 -1.0197 -0.9361 -0.103 0.378 -0.006
C -0.8130 -0.0352 -2.8639 0.093 -0.143 0.195
H -1.0281 1.0063 -2.6346 0.045 0.002 0.110
H -2.9452 -4.3006 -0.0109 0.031 0.033 0.042
H 0.2576 -0.1329 -3.0739 -0.052 -0.077 -0.130
H 3.2903 1.8793 0.2658 -0.004 0.061 0.160
H -2.1002 -2.4807 -2.9414 -0.182 -0.149 0.188
H -3.5444 -2.7401 -0.6214 0.044 0.027 0.017
H 0.6359 1.0451 3.9975 -0.100 -0.014 -0.087
H 1.2250 3.9476 -0.6269 -0.085 -0.089 0.051
```
Forces are in eV/Å.

Properties
**Frontier orbital gap (alpha / beta)**: 0.319 / 0.250 hartree
**Net charge**: +1
**Multiplicity**: 3
**Total energy**: -1174.8848 hartree


(4)
Here is a cluster of 2 separate species, C12H24FN in total from the OMol25 dataset. Energies are from wB97M-V/def2-TZVPD.

XYZ file:
```
38
Properties=species:S:1:pos:R:3:forces:R:3
C 1.6006 0.8949 -1.9384 -1.583 1.474 0.870
H 1.6633 2.3727 1.1548 0.808 0.187 0.374
C 1.7737 -2.0483 -0.2816 0.996 3.012 2.388
H -2.4818 -0.3189 -1.7051 -1.329 1.770 -1.048
H -3.0512 -1.2332 1.7771 -0.754 -0.198 1.417
H 0.3289 -1.5746 1.3292 -0.311 -0.587 0.112
C -1.9110 -1.2782 0.0892 -1.784 4.426 -2.490
H -2.3729 -2.0929 -1.9900 -0.717 0.282 0.509
C 1.1862 -1.1801 0.8275 0.232 0.586 -0.774
C 1.6268 0.9391 -0.4194 1.111 0.629 -0.318
H 2.5688 1.1548 -2.1831 2.243 0.513 -1.026
H 2.2557 3.0846 -0.3957 0.513 0.180 -0.179
H 1.0127 1.7846 -2.2608 -0.333 -1.275 -0.544
C -2.0087 -1.1974 -1.4596 2.223 -2.351 1.553
H 2.5502 0.0144 1.9444 0.185 1.982 0.604
N 0.6633 0.1170 0.2595 0.867 -0.959 0.065
C -3.2870 -1.0397 0.7655 2.500 -1.762 -0.997
H 2.2026 -2.9066 0.0823 1.768 -1.710 1.448
H 1.4272 -0.0980 -2.2993 -0.744 -0.214 -0.576
H -1.3637 -2.1041 0.3435 1.262 -1.937 1.258
C -1.3583 1.5718 -0.1664 -0.352 -1.330 1.382
H 2.6553 0.4928 -0.2644 -1.077 0.609 0.904
C -0.6110 0.4939 0.5765 -2.001 -2.619 -1.075
H 1.1919 -2.4522 -0.9628 -3.651 -1.087 -3.570
C 1.5729 2.4065 0.0761 -1.728 -0.621 0.892
H -3.6007 -0.0587 0.6212 -0.400 1.997 -0.136
H 0.5345 2.8500 0.0439 1.067 -0.560 -0.765
H -4.0660 -1.6623 0.3276 0.038 -0.417 0.268
H 3.2992 -1.4827 1.7213 -1.044 0.016 -0.550
H 1.9390 -1.4028 2.8116 0.124 0.432 0.173
H -2.4984 2.3796 1.4810 0.424 0.281 -1.464
H -0.9834 -1.2041 -1.8297 0.302 0.574 -0.171
C 2.3020 -0.9912 1.8676 0.219 -1.683 0.440
F -0.7798 0.4282 1.9343 -0.559 0.826 0.718
H 2.4753 -1.3779 -0.7342 0.852 -0.300 -0.568
H -1.3364 1.3797 -1.2317 0.368 0.570 -0.110
C -2.2819 2.3903 0.3723 1.715 -2.177 2.134
H -2.8379 2.9487 -0.2844 -1.447 1.435 -1.150
```
Forces are in eV/Å.

Properties
**Frontier orbital gap**: 0.302 hartree
**ΔE to the lowest compared entry with this formula, charge and spin**: 0.00 kJ/mol
**Total energy**: -626.0709 hartree